An isolated molecule of C6H8 at a distorted geometry, computed with the ωB97M-V functional and the def2-TZVPD basis.

Summary:
- HOMO energy (eV) = -7.7
- spin multiplicity = 1
- Kohn-Sham gap (hartree) = 0.324

Element x y z (Å)
C1 0.66 -1.34 -0.45
C2 0.47 0.04 -0.87
C3 -0.97 0.56 -0.83
C4 -1.01 0.99 0.65
C5 -0.12 0.36 1.44
C6 0.88 -0.44 0.72
H1 -0.19 -2.01 -0.45
H2 1.60 -1.74 -0.80
H3 1.14 0.63 -1.50
H4 -1.71 -0.24 -1.05
H5 -1.20 1.32 -1.60
H6 -1.41 1.95 0.93
H7 0.07 0.61 2.49
H8 1.79 -0.69 1.31



A structure of composition C8H22N3NaO5 at a distorted geometry, computed with the ωB97M-V functional and the def2-TZVPD basis.

Summary:
- HOMO energy (eV) = -6.3
- spin multiplicity = 1
- Kohn-Sham gap (hartree) = 0.163

Element x y z (Å)
Na1 -0.93 0.23 -0.71
N1 -4.91 0.33 -3.97
O1 -5.92 -0.13 -4.48
O2 -4.88 0.46 -2.75
O3 -3.96 0.78 -4.61
C1 -2.38 -3.99 1.02
C2 -1.90 -3.57 2.50
C3 -0.54 -3.96 2.89
O4 0.33 -3.16 2.18
C4 1.63 -3.51 2.49
N2 -2.33 -2.24 2.67
H1 -2.08 -3.38 0.17
H2 -3.47 -4.02 1.03
H3 -2.06 -5.01 0.81
H4 -2.50 -4.11 3.23
H5 -0.48 -5.02 2.67
H6 -0.45 -3.81 3.96
H7 2.21 -2.70 2.06
H8 1.89 -4.47 2.04
H9 1.85 -3.54 3.56
H10 -2.31 -2.07 3.67
H11 -3.30 -2.14 2.39
C5 1.48 4.26 -2.87
C6 2.54 3.33 -2.39
C7 2.88 3.54 -0.85
O5 1.67 3.32 -0.16
C8 1.83 3.65 1.21
N3 2.06 2.02 -2.72
H12 0.60 4.32 -2.23
H13 1.05 4.11 -3.87
H14 1.97 5.23 -2.87
H15 3.44 3.49 -2.98
H16 3.23 4.56 -0.68
H17 3.67 2.86 -0.53
H18 2.03 4.67 1.51
H19 2.56 2.96 1.64
H20 0.89 3.27 1.60
H21 2.89 1.51 -2.98
H22 1.68 1.94 -3.66